{
  "formula": "C3H8N4",
  "method": "wB97M-V/def2-TZVPD",
  "multiplicity": 1,
  "e_homo_ev": -20.000,
  "energy_ha": -337.26485,
  "charge": 2,
  "relative_energy_kcal_mol": 109.6,
  "lumo_ev": -9.598,
  "gap_ev": 10.402,
  "max_force_ev_per_a": 4.96,
  "elements": ["C", "C", "C", "N", "N", "N", "N", "H", "H", "H", "H", "H", "H", "H", "H"],
  "xyz": [[-2.1328, -0.0181, -0.3659], [1.3016, 0.4050, -1.1206], [0.6730, 0.5605, 1.2590], [0.6671, -2.6739, 0.1976], [0.6806, -1.5330, 0.1708], [-3.1063, -0.5765, -0.2084], [0.7297, -0.2837, 0.0797], [-1.2457, 0.6841, -0.3350], [1.0045, -0.1302, -2.1253], [1.0829, 1.4954, -1.1286], [2.4089, 0.3032, -0.8667], [-0.2679, 0.5813, 1.7698], [1.5210, 0.3991, 1.8811], [0.6965, 1.6225, 0.8739], [-4.0131, -0.8355, -0.0813]],
  "atomic_forces_ev_per_a": [[0.1193, 1.2459, 0.5562], [2.0560, -1.4798, -1.6859], [-0.1777, 2.3386, -0.1055], [-0.0685, 4.0796, -0.0293], [0.5228, -4.9311, -0.0594], [3.7762, 1.6444, -0.7201], [-1.1223, 1.6251, -0.6492], [-1.3407, -1.2627, -0.4657], [0.6916, 1.0411, 2.0875], [-0.3474, -0.9959, 0.1506], [-1.1023, 0.3568, -1.2490], [-0.5131, -0.9075, 0.6373], [0.4987, -0.1205, 0.7649], [0.4708, -1.1706, 0.3573], [-3.4634, -1.4635, 0.4105]]
}